[1]
67
Properties=species:S:1:pos:R:3 method="wB97M-V/def2-TZVPD" charge=-1 orbital_gap_ev=3.045 spin_multiplicity=1
C -3.434 2.080 -1.196
N -2.089 2.260 -1.716
C -1.349 1.191 -1.586
C -1.378 0.166 -0.413
C -0.264 0.922 -2.709
H -3.936 3.086 -1.303
H -4.007 1.297 -1.762
H -0.456 0.333 0.221
H -2.254 0.256 0.261
H -1.326 -0.898 -0.772
H 0.025 -0.150 -2.769
H 0.627 1.579 -2.479
H -0.671 1.319 -3.674
C 1.830 -4.446 1.163
C 1.226 -3.344 0.255
C 2.091 -2.115 -0.059
F 2.482 -1.429 1.027
F 1.390 -1.247 -0.819
F 0.032 -2.982 0.764
F 0.959 -3.942 -0.941
O 1.521 -4.457 2.572
C 2.233 -3.646 3.467
C 1.370 -2.529 4.077
F 0.757 -1.786 3.147
F 2.142 -1.691 4.810
F 3.351 -3.195 2.879
F 2.644 -4.454 4.466
H 1.383 -5.378 0.810
H 2.901 -4.567 0.993
H 2.984 -2.403 -0.623
H 0.599 -2.952 4.725
C 4.213 1.764 4.317
C 4.828 0.739 5.306
C 4.258 0.686 6.730
F 4.351 1.842 7.403
F 4.941 -0.233 7.461
F 6.171 0.908 5.322
F 4.611 -0.489 4.763
O 4.860 3.039 4.114
C 4.641 4.109 4.994
C 5.892 4.482 5.805
F 6.421 3.434 6.457
F 5.584 5.415 6.737
F 3.568 3.855 5.758
F 4.307 5.165 4.230
H 4.295 1.291 3.336
H 3.141 1.887 4.479
H 3.207 0.382 6.713
H 6.663 4.888 5.146
C -5.717 1.412 -6.384
C -6.078 0.895 -4.969
C -4.952 0.301 -4.112
F -4.341 -0.756 -4.680
F -5.455 -0.143 -2.936
F -7.117 0.030 -5.086
F -6.559 1.968 -4.285
O -5.932 0.565 -7.537
C -4.989 -0.405 -7.909
C -5.505 -1.842 -7.732
F -5.964 -2.082 -6.497
F -4.509 -2.729 -7.966
F -3.831 -0.174 -7.280
F -4.742 -0.207 -9.222
H -6.405 2.241 -6.564
H -4.724 1.862 -6.407
H -4.193 1.057 -3.883
H -6.320 -2.041 -8.433

---

[2]
60
Properties=species:S:1:pos:R:3 method="wB97M-V/def2-TZVPD" smiles="O=C1OC[C@@H](F)O1.O=C1OC[C@@H](F)O1.O=C1OC[C@@H](F)O1.O=C1OC[C@@H](F)O1.O=C1OC[C@@H](F)O1.c1cc[nH]c1" orbital_gap_ev=8.434 spin_multiplicity=1
O 7.336 16.763 11.163
C 7.837 17.746 10.659
O 7.254 18.623 9.820
C 8.236 19.581 9.364
C 9.422 19.247 10.166
F 9.542 20.195 11.111
O 9.131 18.029 10.731
H 8.413 19.408 8.303
H 7.847 20.592 9.487
H 10.348 19.218 9.592
O 9.677 6.864 8.556
C 10.247 7.608 9.382
O 10.573 8.848 9.177
C 11.361 9.252 10.292
C 10.876 8.460 11.429
F 9.779 8.958 12.041
O 10.542 7.314 10.677
H 12.397 8.973 10.098
H 11.333 10.327 10.467
H 11.627 8.310 12.205
O 10.172 18.708 17.884
C 10.969 17.865 17.460
O 10.754 16.552 17.485
C 11.680 15.862 16.746
C 12.595 16.926 16.374
F 12.641 17.049 15.077
O 12.145 18.184 16.897
H 12.186 15.020 17.218
H 11.220 15.564 15.804
H 13.620 16.780 16.716
O 5.622 11.254 5.961
C 6.046 10.672 6.960
O 6.089 11.125 8.179
C 6.446 10.170 9.231
C 7.233 9.306 8.311
F 7.044 8.007 8.710
O 6.599 9.398 7.035
H 7.109 10.666 9.940
H 5.578 9.845 9.803
H 8.273 9.627 8.356
O 4.752 13.206 11.061
C 5.195 13.774 10.091
O 4.540 14.730 9.361
C 5.517 15.632 8.726
C 6.563 14.536 8.511
F 7.797 15.035 8.562
O 6.413 13.747 9.713
H 5.189 15.916 7.726
H 5.791 16.448 9.394
H 6.352 14.019 7.575
C 9.806 13.641 13.742
C 9.540 12.497 12.940
C 8.299 12.707 12.376
N 7.846 13.976 12.737
C 8.759 14.537 13.598
H 10.649 13.782 14.403
H 10.100 11.577 12.858
H 7.718 12.097 11.700
H 7.009 14.479 12.479
H 8.596 15.554 13.924

---

[3]
42
Properties=species:S:1:pos:R:3 method="wB97M-V/def2-TZVPD" e_above_lowest_ev=3.6164 smiles=CCc1c(CCO)nn(-c2ccccc2)c1-c1ccccc1 orbital_gap_ev=8.953 spin_multiplicity=1
C 3.065 0.626 1.609
C 1.916 -0.028 2.289
C 1.128 -0.611 1.205
C 1.253 -1.895 0.453
C 1.979 -3.136 0.908
C 1.397 -4.521 0.513
O 1.295 -4.381 -0.915
N 0.472 -1.862 -0.654
N -0.236 -0.678 -0.693
C -0.969 -0.181 -1.825
C -0.645 -0.545 -3.126
C -1.367 -0.034 -4.230
C -2.565 0.779 -4.029
C -2.936 1.083 -2.642
C -2.147 0.638 -1.618
C 0.054 0.014 0.468
C -0.556 1.288 0.853
C -0.305 2.485 0.212
C -0.837 3.721 0.658
C -1.658 3.734 1.775
C -1.952 2.601 2.461
C -1.438 1.376 1.997
H 2.850 1.213 0.671
H 3.346 1.404 2.297
H 3.795 -0.213 1.406
H 1.352 0.741 2.826
H 2.285 -0.809 2.960
H 2.049 -3.126 2.024
H 2.981 -3.095 0.454
H 2.163 -5.200 0.962
H 0.395 -4.703 0.868
H 0.764 -3.578 -1.066
H 0.097 -1.262 -3.424
H -0.964 -0.362 -5.160
H -2.990 1.231 -4.910
H -3.970 1.518 -2.469
H -2.511 0.863 -0.636
H 0.217 2.407 -0.733
H -0.516 4.637 0.232
H -1.984 4.656 2.097
H -2.542 2.705 3.337
H -1.763 0.499 2.596

---

[4]
47
Properties=species:S:1:pos:R:3 method="wB97M-V/def2-TZVPD" e_above_lowest_ev=0.4619 smiles="Cc1cccc(CSCCNC(=O)CN2C(=O)c3ccccc3S2(=O)=O)c1" orbital_gap_ev=8.017 spin_multiplicity=1
C -3.339 0.430 3.096
C -2.411 -0.318 2.189
C -1.042 -0.065 2.224
C -0.182 -0.748 1.387
C -0.670 -1.688 0.493
C -2.032 -1.952 0.443
C -2.585 -2.930 -0.539
S -3.556 -2.107 -1.866
C -2.264 -1.061 -2.604
C -2.179 0.315 -1.941
N -0.818 0.799 -1.947
C -0.435 1.902 -2.610
O -1.181 2.640 -3.212
C 1.077 2.191 -2.547
N 1.766 1.563 -1.448
C 1.978 2.174 -0.244
O 1.572 3.267 0.064
C 2.801 1.280 0.614
C 3.175 1.556 1.921
C 3.945 0.624 2.602
C 4.336 -0.559 1.990
C 3.964 -0.838 0.679
C 3.202 0.096 0.015
S 2.517 0.048 -1.624
O 3.488 0.114 -2.665
O 1.498 -0.956 -1.738
C -2.889 -1.265 1.297
H -3.030 0.316 4.134
H -3.319 1.493 2.858
H -4.359 0.071 2.993
H -0.654 0.672 2.912
H 0.881 -0.553 1.428
H 0.012 -2.205 -0.166
H -1.798 -3.507 -1.023
H -3.301 -3.606 -0.073
H -2.502 -0.980 -3.663
H -1.317 -1.592 -2.494
H -2.792 1.047 -2.470
H -2.525 0.251 -0.904
H -0.122 0.161 -1.584
H 1.539 1.836 -3.473
H 1.204 3.276 -2.476
H 2.859 2.480 2.380
H 4.243 0.820 3.621
H 4.934 -1.273 2.535
H 4.259 -1.753 0.192
H -3.950 -1.469 1.246

---

| no. | LUMO (Eh) |
| --- | --- |
| 1 | 0.0772 |
| 2 | 0.0069 |
| 3 | 0.0246 |
| 4 | -0.0190 |